[1]
{"formula": "C16H21BF9N2O6PTeW", "method": "ωB97M-V/def2-TZVPD", "mol_weight_g_mol": 861.56, "charge": 2, "homo_ev": -15.4, "largest_force_ev_per_a": 1.45, "orbital_gap_ha": 0.256, "energy_ha": -2783.245120, "symbols": ["W", "O", "C", "C", "O", "O", "C", "C", "C", "C", "C", "C", "C", "C", "C", "C", "C", "C", "H", "H", "H", "H", "H", "H", "H", "H", "H", "H", "H", "F", "B", "F", "F", "F", "F", "Te", "F", "F", "F", "F", "O", "N", "C", "P", "O", "O", "C", "N", "H", "H", "H", "H", "H", "H", "H", "H", "H", "H"], "xyz": [[0.13071, -0.40481, 0.17949], [0.52404, -0.01165, 2.02056], [-1.42300, -2.38979, 3.37360], [-1.34487, -1.78625, 1.96336], [-0.62320, -2.29030, 1.05783], [-1.98578, -0.74842, 1.73426], [-2.52497, -1.93255, 4.18379], [-2.31700, -1.55415, 5.52240], [-3.37584, -1.11514, 6.29730], [-4.65418, -1.07590, 5.75791], [-4.87802, -1.44545, 4.43070], [-3.82229, -1.83796, 3.63600], [-0.45187, -3.26852, 3.84252], [-0.72964, -4.08450, 4.99530], [0.23220, -4.89809, 5.52930], [1.49506, -4.94870, 4.93584], [1.78079, -4.22071, 3.77608], [0.82748, -3.41668, 3.21663], [1.41204, 0.00806, 2.42359], [-1.31278, -1.55663, 5.92552], [-3.20697, -0.80976, 7.32069], [-5.48539, -0.75330, 6.37124], [-5.88243, -1.43703, 4.02919], [-4.00048, -2.14571, 2.61475], [-1.73330, -4.11245, 5.39153], [0.00751, -5.52356, 6.38175], [2.25632, -5.59266, 5.35812], [2.75350, -4.31405, 3.31414], [1.03190, -2.89782, 2.29445], [1.05460, -0.40776, -3.20834], [0.08644, 0.41658, -3.55649], [-0.05180, 1.54501, -2.87252], [-0.72331, 0.13914, -4.54395], [-1.05031, -0.71214, -1.20386], [4.35956, -0.61204, -0.94672], [3.78469, -0.18500, 0.78743], [4.07038, 1.56793, 0.30888], [5.49038, -0.47572, 1.38365], [1.22682, -1.80431, -0.38747], [3.17402, 0.68748, 2.49474], [1.43679, 0.58187, -0.32136], [-3.03870, 1.77257, 2.15690], [-1.66862, 2.24451, 2.56533], [-0.82146, 2.65033, 0.99765], [-1.45286, 3.87177, 0.44034], [-0.96867, 1.33658, 0.21324], [0.93565, 3.09665, 1.30683], [1.09533, 4.49963, 0.77547], [-3.67634, 1.73396, 2.95280], [-2.93660, 0.81662, 1.77374], [-3.44795, 2.38874, 1.44684], [-1.19402, 1.42452, 3.10004], [-1.77414, 3.12504, 3.19546], [1.59778, 2.43557, 0.75334], [1.21674, 3.05390, 2.35699], [0.15638, 4.78609, 0.41404], [1.77518, 4.53719, 0.01435], [1.39509, 5.16059, 1.49193]], "forces_ev_per_a": [[1.0426, 0.9633, -0.2873], [-0.1733, -0.7363, 0.2268], [-0.1414, 0.0036, -0.3525], [-0.6532, -0.4576, -0.0824], [0.2852, 0.0720, 0.6179], [-0.0299, 0.4906, 0.0643], [-0.0730, 0.0050, -0.0710], [0.0412, -0.1111, 0.0129], [0.0283, 0.0111, -0.0178], [-0.0252, 0.0096, -0.0158], [0.0024, -0.0039, 0.0239], [0.0386, -0.0417, 0.0170], [0.1588, -0.3259, 0.2439], [-0.0144, 0.2544, -0.1593], [0.0618, -0.0658, -0.0026], [-0.0285, 0.0213, -0.0269], [0.0980, -0.1121, 0.0760], [-0.1246, 0.0398, -0.0975], [0.1302, 0.4736, -0.2010], [0.0175, -0.0509, 0.0211], [0.0064, 0.0008, 0.0003], [-0.0044, -0.0126, 0.0030], [0.0018, 0.0056, -0.0046], [0.0020, 0.0150, -0.0256], [-0.0543, 0.0988, 0.0531], [0.0016, 0.0009, -0.0027], [-0.0018, -0.0010, 0.0050], [0.0019, -0.0005, -0.0080], [0.0375, 0.0895, 0.0790], [-0.0448, -0.0220, -0.0205], [0.0802, 0.0391, -0.0053], [-0.0335, 0.0084, -0.0038], [-0.0182, -0.0082, 0.0045], [-0.0835, 0.0195, -0.1099], [0.1225, 0.0770, -0.2075], [-0.2541, -0.6901, -0.4973], [-0.0026, 0.3081, -0.0017], [0.2993, 0.2162, 0.3967], [-0.1427, -0.1623, 0.3031], [-0.0779, -0.0273, 0.0561], [-0.3631, -0.3469, -0.1700], [0.0659, 0.0335, -0.0036], [-0.1118, -0.0305, 0.1524], [-0.3907, -0.1849, -0.2804], [0.1158, -0.0576, 0.0229], [0.0481, 0.1936, 0.2546], [0.1095, 0.0006, -0.0324], [0.0276, -0.0365, 0.0046], [0.0113, -0.0146, 0.0034], [-0.0135, -0.0311, 0.0171], [-0.0013, 0.0118, -0.0008], [0.0476, 0.0192, 0.0151], [0.0079, -0.0043, 0.0115], [0.0049, 0.0001, 0.0231], [-0.0094, 0.0421, 0.0030], [-0.0095, 0.0152, -0.0089], [-0.0142, -0.0030, -0.0129], [-0.0016, -0.0009, -0.0025]], "mulliken_charge": [2.25, -0.46, 0.31, 0.95, -0.74, -0.68, 0.35, -0.22, -0.93, -0.40, -0.89, -0.32, 0.76, -0.37, -0.97, -0.26, -1.06, -0.11, 0.10, 0.57, 0.47, 0.47, 0.48, 0.54, 0.60, 0.44, 0.44, 0.48, 0.68, -0.18, 0.51, -0.16, -0.19, -0.54, -0.45, 1.75, -0.42, -0.37, -0.53, -0.62, -0.77, -0.15, -0.66, 0.98, -0.84, -0.67, -0.27, -0.18, 0.41, 0.38, 0.39, 0.16, 0.57, -0.23, 0.50, 0.39, 0.35, 0.34]}


[2]
{"formula": "C32H28Br5CsIN7O4Se", "method": "ωB97M-V/def2-TZVPD", "mol_weight_g_mol": 1312.91, "charge": -2, "homo_ev": -1.9, "largest_force_ev_per_a": 2.34, "orbital_gap_ha": 0.184, "e_above_lowest_kcal_mol": 0.0, "energy_ha": -17509.920447, "symbols": ["Cs", "C", "C", "O", "N", "C", "C", "C", "C", "C", "C", "N", "H", "H", "H", "H", "H", "H", "H", "H", "H", "H", "Br", "C", "C", "Br", "C", "Br", "C", "O", "C", "O", "C", "Br", "N", "C", "O", "C", "I", "H", "H", "H", "H", "Se", "N", "C", "C", "C", "C", "C", "C", "N", "H", "H", "H", "H", "Br", "C", "C", "C", "C", "C", "C", "H", "H", "H", "H", "C", "C", "N", "C", "C", "N", "H", "H", "H", "H", "H", "H"], "xyz": [[-0.14221, -1.52499, 0.62560], [-1.24967, 0.18916, 4.03328], [0.11434, 0.78667, 3.81636], [1.09722, 0.11256, 3.58010], [0.16461, 2.16644, 3.90239], [1.16795, 2.85962, 3.11178], [0.56216, 3.27749, 1.79584], [0.73547, 4.54045, 1.24885], [0.06947, 4.84751, 0.06853], [-0.76168, 3.90085, -0.50323], [-0.87014, 2.65787, 0.11780], [-0.20529, 2.35184, 1.22504], [-1.15033, -0.86938, 4.25088], [-1.82697, 0.31905, 3.11249], [-1.78892, 0.68856, 4.84164], [-0.74896, 2.59054, 3.84414], [1.97291, 2.14910, 2.93520], [1.56689, 3.71636, 3.65431], [1.37626, 5.26548, 1.73874], [0.18930, 5.82411, -0.38901], [-1.32213, 4.11145, -1.40509], [-1.52145, 1.87196, -0.25299], [-6.81489, -3.81649, 1.81436], [-5.38128, -2.67643, 1.30023], [-5.38194, -1.34362, 1.66112], [-6.80728, -0.61489, 2.68734], [-4.30103, -0.52887, 1.26598], [-4.29356, 1.34296, 1.64639], [-3.20140, -0.99496, 0.52291], [-2.22406, -0.24779, 0.15537], [-3.19546, -2.41659, 0.15909], [-2.19470, -2.89314, -0.50078], [-4.30125, -3.18796, 0.54936], [-4.26167, -5.01068, 0.00552], [-1.01240, -1.84835, -2.75555], [0.05368, -2.54096, -3.19741], [0.96940, -2.07279, -3.86560], [0.04393, -4.00643, -2.78470], [-0.21249, -5.25550, -4.50164], [-0.92322, -0.84439, -2.80064], [-1.59615, -2.23965, -2.00043], [-0.76525, -4.24300, -2.09742], [1.00933, -4.27332, -2.36699], [1.05823, 2.00418, -3.66080], [-0.27999, 1.29164, -2.76860], [-1.38410, 1.88633, -3.19732], [-2.69182, 1.58959, -2.71919], [-3.73361, 2.30723, -3.21337], [-3.54816, 3.32486, -4.19834], [-2.32147, 3.63358, -4.69193], [-1.19077, 2.91976, -4.20276], [0.05606, 3.14078, -4.57834], [-2.80596, 0.83395, -1.94200], [-4.73469, 2.11548, -2.84654], [-4.42095, 3.86185, -4.55361], [-2.17271, 4.40433, -5.43832], [5.83392, -5.65331, 3.47677], [4.61542, -4.50766, 2.52203], [4.59682, -4.52915, 1.13827], [3.71509, -3.67411, 0.47236], [2.81356, -2.79700, 1.11083], [2.89851, -2.84793, 2.51509], [3.77496, -3.66912, 3.23173], [5.26287, -5.18991, 0.59118], [3.75170, -3.70185, -0.62108], [2.25314, -2.19934, 3.12054], [3.80106, -3.65120, 4.31733], [3.07411, -0.75643, -1.59950], [3.43711, 0.43802, -0.77631], [3.58277, 1.69148, -1.15636], [3.89304, 2.39010, -0.01107], [3.93451, 1.54564, 1.06259], [3.63692, 0.30672, 0.55913], [2.47670, -0.49006, -2.46688], [2.54365, -1.43294, -0.91761], [3.96557, -1.29214, -1.93263], [4.07233, 3.45584, -0.02928], [4.14634, 1.70671, 2.10860], [3.45268, -0.57578, 1.04625]], "forces_ev_per_a": [[2.1689, -0.4011, 0.7752], [-0.0330, 0.0787, 0.0371], [-0.0160, 0.0967, 0.0174], [0.0432, 0.0253, -0.0483], [0.0333, -0.2072, 0.0714], [-0.0380, -0.0732, 0.0416], [0.0157, 0.1130, -0.1869], [0.0538, -0.0135, -0.0099], [0.0148, 0.0420, -0.0203], [0.0449, -0.0732, 0.0948], [-0.0218, -0.0119, -0.0845], [-0.1708, -0.0243, 0.0779], [-0.0077, -0.0531, 0.0209], [-0.0211, -0.0072, -0.0130], [0.0104, -0.0255, -0.0589], [-0.0682, -0.0084, 0.0315], [0.0700, -0.0052, 0.0086], [0.0212, 0.0655, 0.0049], [-0.0321, -0.0253, -0.0182], [-0.0114, -0.0454, 0.0248], [-0.0003, -0.0102, -0.0114], [0.0431, 0.0220, -0.0150], [0.0762, 0.0339, -0.0279], [0.0521, 0.0395, -0.0397], [0.0842, -0.0384, -0.0569], [0.0606, -0.0024, -0.0341], [-0.0540, -0.0747, -0.0335], [0.0534, -0.0733, -0.0216], [-0.3629, 0.1935, 0.0116], [-1.5276, 0.8732, -0.4966], [-0.1376, -0.2197, -0.0736], [-0.5850, -0.2180, -0.2029], [-0.0043, 0.0800, 0.1096], [0.0146, 0.0755, 0.0152], [0.2695, -0.0840, 0.0463], [0.0928, 0.0052, -0.1482], [-0.2060, -0.0867, 0.1145], [-0.0665, 0.0807, 0.0057], [0.0044, 0.0068, 0.0279], [-0.0274, 0.1223, -0.0621], [-0.1054, 0.0589, 0.0754], [0.0167, -0.0149, -0.0157], [0.0189, -0.0038, 0.0012], [0.3095, 0.1106, 0.1380], [-0.0785, -0.0474, -0.2275], [0.2124, 0.2775, -0.2796], [-0.2234, -0.0548, 0.2484], [-0.0134, -0.1923, 0.1872], [0.0179, 0.1589, -0.1669], [-0.2029, 0.0948, -0.0322], [-0.1287, -0.2149, 0.3201], [0.1462, -0.2114, 0.0029], [-0.0293, 0.0666, -0.0693], [0.0286, -0.0206, -0.0024], [0.0395, -0.0115, -0.0020], [-0.0258, -0.0248, 0.0274], [-0.0386, 0.0396, -0.0531], [-0.0678, 0.0529, 0.0237], [0.0182, -0.0273, -0.0736], [-0.0097, -0.0071, 0.1145], [0.3836, 0.1073, -0.0408], [-0.0656, 0.0200, 0.1887], [0.0046, -0.0433, -0.0040], [-0.0284, 0.0244, 0.0440], [0.0150, -0.0155, 0.0865], [0.1113, -0.1031, -0.1197], [0.0154, -0.0204, -0.0640], [0.0810, 0.2225, 0.3697], [-0.0846, -0.0014, 0.0474], [-0.0029, 0.0240, -0.1429], [0.0634, -0.0558, 0.0473], [-0.0138, 0.0666, 0.0678], [-0.0958, -0.2449, -0.0672], [-0.0540, -0.0488, -0.0060], [-0.0243, -0.1435, -0.3154], [0.0032, 0.0623, -0.0642], [-0.0230, -0.0814, 0.0057], [-0.0347, -0.0209, -0.1150], [0.0297, 0.0507, -0.0081]], "mulliken_charge": [1.06, -0.84, 0.71, -0.52, -0.28, -0.62, 0.69, -0.96, -0.64, -0.55, -0.48, 0.25, 0.30, -0.01, 0.39, 0.27, 0.09, 0.31, 0.39, 0.40, 0.47, 0.43, -0.24, 0.24, 0.18, -0.24, 0.12, -0.22, -0.40, -0.13, -0.05, -0.91, -0.14, -0.22, -0.11, 0.48, -0.67, -0.61, -0.02, 0.13, 0.21, 0.36, 0.21, 0.30, -0.18, 0.70, -0.18, -0.82, -0.47, -0.67, 0.60, -0.89, 0.45, 0.43, 0.34, 0.44, -0.29, 0.21, -0.69, -0.80, -0.20, 0.30, -0.57, 0.36, 0.18, 0.26, 0.40, 0.10, 0.16, -0.57, -0.69, -0.46, 0.17, 0.01, -0.37, 0.34, 0.41, 0.64, 0.21]}


[3]
{"formula": "C11H12BrN3", "method": "ωB97M-V/def2-TZVPD", "mol_weight_g_mol": 266.14, "homo_ev": [-7.2, -7.2], "largest_force_ev_per_a": 5.59, "orbital_gap_ha": [0.264, 0.264], "e_above_lowest_kcal_mol": 51.0, "energy_ha": -3164.475980, "symbols": ["C", "C", "C", "C", "C", "C", "C", "C", "C", "C", "C", "N", "N", "N", "Br", "H", "H", "H", "H", "H", "H", "H", "H", "H", "H", "H", "H"], "xyz": [[-3.42236, -0.54851, -0.78386], [-2.11799, -1.05158, -0.63236], [-3.82489, 0.56999, -0.02218], [-1.58858, 0.72985, 0.87071], [-1.14869, -0.47170, 0.19937], [-2.83012, 1.28734, 0.84593], [0.09912, -0.97733, 0.40176], [3.09492, -0.20613, -0.55521], [3.23922, -1.04140, 0.53136], [1.99273, -0.20265, -1.55917], [4.37220, -1.13687, 1.48201], [1.11885, -1.53663, 0.52361], [2.25102, -1.97283, 0.75179], [-3.20582, 2.32821, 1.63704], [4.49798, 0.97848, -0.75312], [-4.04833, -1.10085, -1.35544], [-1.85635, -2.08502, -0.88084], [-4.80791, 0.96059, 0.01579], [-0.85011, 1.11446, 1.47374], [2.26758, 0.47324, -2.48897], [1.01979, 0.13705, -1.20093], [1.87828, -1.29141, -1.93836], [4.38510, -2.16690, 2.06436], [4.39611, -0.37828, 2.26885], [5.34921, -1.19132, 0.97692], [-4.16749, 2.49765, 1.76434], [-2.46112, 2.89782, 2.19754]], "forces_ev_per_a": [[2.2451, 2.4904, 3.2906], [0.8453, -1.2607, 0.6847], [2.9317, 0.3404, 0.7047], [1.1514, -1.6858, -1.0116], [-4.7701, 2.8540, -0.5905], [-2.1456, -2.5703, -2.0805], [2.5294, -1.9946, 0.8132], [0.2576, -0.9140, 2.1237], [-0.3488, 1.0324, -1.8934], [0.8041, -0.3470, -2.8748], [1.4435, -2.5481, 1.2066], [-2.4660, 1.2652, 0.1227], [0.2641, -1.6976, 0.7443], [2.8062, 1.6469, 1.2228], [0.8662, 1.2263, -0.5074], [-2.1742, -1.3282, -1.6314], [-0.4030, 0.4071, -0.8851], [-0.9703, 0.1000, -0.3698], [1.4423, 1.2631, 1.5596], [-0.4129, -1.4653, 1.9085], [0.2523, 0.0867, -0.1593], [-0.0672, 1.6774, 0.4436], [-0.6334, 1.9669, -1.2211], [-0.0708, 0.1588, -0.3416], [-0.3129, 0.5737, 0.0550], [-0.7372, 0.4525, 0.2550], [-2.3271, -1.7301, -1.5686]], "mulliken_charge": [-0.81, -0.45, -0.47, -0.61, -0.04, 0.72, 0.82, 0.25, 0.71, -1.02, -1.29, 0.94, -1.84, -0.50, -0.22, 0.49, 0.34, 0.36, 0.42, 0.33, 0.16, 0.29, 0.32, 0.27, 0.38, 0.19, 0.22]}


[4]
{"formula": "C3H4O2", "method": "ωB97M-V/def2-TZVPD", "mol_weight_g_mol": 72.06, "homo_ev": [-8.3, -7.8], "largest_force_ev_per_a": 3.16, "orbital_gap_ha": [0.313, 0.292], "e_above_lowest_kcal_mol": 134.9, "energy_ha": -266.977874, "symbols": ["C", "C", "C", "O", "O", "H", "H", "H", "H"], "xyz": [[0.04024, 0.09497, 1.75500], [1.05956, -0.29031, -1.62229], [-0.59333, 0.04805, 0.61499], [1.99425, -0.60514, -2.26977], [-1.70404, 0.03062, -0.04276], [1.10901, -0.11295, 1.90440], [-0.46187, 0.43031, 2.58407], [0.24368, 0.39961, -1.84678], [-1.68750, 0.00482, -1.07685]], "forces_ev_per_a": [[0.6386, -0.2084, -1.1468], [0.9054, -0.8227, 0.5360], [2.4530, -1.1658, -1.6241], [-0.8870, 0.4149, 0.4242], [-1.5163, 0.3164, -1.7156], [-0.5685, 0.0775, -0.5581], [-1.2625, 0.6987, 2.3079], [-0.3550, 0.5634, -0.8595], [0.5921, 0.1260, 2.6360]], "mulliken_charge": [-0.73, 0.10, 0.38, -0.30, -0.46, 0.23, 0.31, 0.11, 0.35]}